1.
{
  "formula": "C34H45F5O4Si",
  "method": "ωB97M-V/def2-TZVPD",
  "elements": ["O", "H", "C", "C", "C", "H", "H", "H", "C", "C", "C", "H", "C", "H", "F", "H", "F", "H", "H", "F", "C", "H", "C", "F", "H", "C", "C", "H", "C", "C", "H", "C", "H", "H", "H", "H", "H", "H", "Si", "H", "H", "C", "H", "O", "C", "H", "C", "C", "H", "C", "H", "H", "H", "H", "C", "C", "C", "O", "H", "C", "C", "H", "C", "H", "H", "H", "H", "C", "H", "O", "H", "H", "C", "C", "H", "H", "C", "H", "C", "C", "C", "H", "F", "H", "H", "C", "H", "C", "H"],
  "positions_angstrom": [[-9.16836, -1.72397, 4.36763], [-3.71087, 1.85624, -0.71806], [5.54110, 2.78433, -4.05392], [3.79564, 1.00447, 0.20895], [1.75912, -3.04155, 0.80815], [-4.64490, -2.85573, -0.45452], [-4.08711, -1.28950, -2.87910], [-2.99709, -3.27294, 1.21551], [7.67909, -0.18618, 1.30597], [-8.71709, 0.55994, 4.99972], [-7.58135, -0.24925, -0.22173], [-2.79506, -1.58591, 1.61900], [4.08285, 2.46267, -4.26214], [3.05856, -1.06064, 2.67093], [4.82457, 0.49654, -5.38973], [10.35588, -0.44202, 1.78641], [3.43023, 3.57938, -4.67253], [6.72201, 3.39537, -1.76770], [-8.23984, 0.23622, 5.92388], [2.69996, 0.72893, -5.13543], [4.91817, 1.88884, -0.16706], [-7.49470, 3.21718, 1.49114], [2.87326, -0.83256, 1.62446], [3.46787, 2.03954, -3.14157], [-9.16859, 1.54488, 5.15916], [10.08652, -0.55767, 0.74169], [3.95429, 0.12399, 1.19696], [9.41149, 1.21247, -1.25444], [7.34171, 1.57129, -0.88135], [0.39472, -2.33625, 0.86710], [-0.25702, -3.46499, -0.83518], [-6.34609, 0.39127, -0.04863], [-8.04549, 1.06270, 3.23660], [5.61901, 1.05881, -2.73480], [7.80372, -0.84822, 2.14838], [8.13908, 2.67342, -2.52564], [-5.41706, 2.17597, 0.76305], [-0.99819, -3.95427, 0.68878], [-4.72988, -0.38990, -0.65107], [-10.53306, -0.55664, 5.33127], [0.49177, -1.36793, 0.38387], [-4.42488, -2.03872, 0.23195], [1.77703, -3.62164, -0.11329], [5.35096, -0.17941, 3.06348], [-8.75854, 0.35178, 0.20933], [3.27372, -1.84905, -0.23097], [-8.73798, 1.60147, 0.83014], [5.26541, 0.08404, 1.89509], [1.92953, -0.32151, 1.48514], [8.76217, 0.10415, 0.46843], [5.98568, 2.76907, -5.04776], [-5.13484, -2.10264, 1.05838], [-7.60627, -1.21982, -0.69695], [-9.64669, 2.08679, 1.15295], [6.27131, 1.27572, -0.02239], [-7.51837, 2.24690, 1.01686], [-9.75968, -0.45022, 4.56992], [-7.68096, 0.63715, 4.02233], [0.09641, -2.22035, 1.90557], [-0.69180, -3.09763, 0.09112], [-1.89423, -2.21154, -0.25713], [-2.29374, -2.45009, -1.24097], [3.83909, 1.38359, -5.36106], [10.87066, -0.20666, 0.08106], [-2.99836, 0.88618, 0.60990], [-10.23082, -0.12191, 3.63300], [-2.53289, 0.63323, -1.08474], [6.44377, 0.39162, 1.04722], [-5.84008, -1.36106, -2.60516], [4.74613, 3.02779, -0.51336], [9.97117, -1.62715, 0.56842], [2.87083, 1.12270, -0.33670], [-3.35515, 0.87551, -0.41677], [-4.94533, -0.75085, -2.49077], [5.61305, 3.81008, -3.70795], [6.98275, 1.22325, -3.79487], [8.57978, 0.98119, -0.60295], [-8.31062, -1.55603, 3.95673], [7.17172, 2.46051, -2.07992], [-3.01584, -2.26579, 0.79862], [6.30005, 1.78686, -3.16447], [-1.54855, -1.18171, -0.29967], [3.75669, 1.94520, -6.55858], [-9.70777, -0.14496, 0.05882], [-5.09864, 0.17252, -3.04329], [-6.33752, 1.64145, 0.58263], [1.87635, -3.77203, 1.60410], [2.98964, -2.11903, 0.78350], [3.82673, -2.67728, 1.20106]],
  "forces_ev_per_angstrom": [[-0.017, 0.055, 0.136], [-0.047, 0.213, 0.133], [0.303, -0.352, -0.275], [0.191, -0.149, 0.071], [-0.011, 0.131, -0.284], [-0.141, -0.058, -0.116], [0.108, -0.076, -0.179], [-0.040, -0.074, 0.234], [0.057, 0.477, -0.472], [0.012, 0.099, -0.191], [0.139, 0.491, 0.231], [-0.025, 0.140, 0.084], [0.044, 0.129, -0.355], [-0.388, -0.003, 0.206], [0.468, -0.441, 0.084], [0.234, 0.136, 0.078], [-0.161, 0.109, -0.030], [-0.064, 0.148, 0.020], [-0.001, -0.002, 0.020], [-0.135, -0.087, 0.006], [0.185, -0.506, 0.237], [0.069, 0.089, 0.047], [0.769, 0.190, -0.173], [-0.028, -0.126, 0.366], [-0.052, -0.036, 0.067], [-0.479, -0.241, -0.184], [-0.632, -0.113, -0.242], [0.124, -0.038, -0.037], [0.212, -0.151, 0.565], [0.247, -0.652, -0.466], [0.133, -0.149, -0.094], [0.181, 0.151, 0.186], [0.117, -0.042, -0.121], [-0.119, 0.029, 0.200], [-0.058, -0.096, 0.127], [0.195, 0.123, 0.105], [0.189, -0.055, -0.077], [-0.138, -0.250, -0.144], [-0.096, 0.025, -0.376], [-0.014, -0.016, -0.002], [-0.017, 0.297, 0.133], [0.259, 0.514, 0.320], [0.104, -0.139, -0.104], [0.115, -0.432, 0.787], [-0.108, 0.013, 0.049], [-0.203, 0.026, -0.207], [0.527, -0.095, -0.164], [0.032, 0.121, -0.518], [-0.286, -0.122, 0.135], [-0.143, 0.111, 0.113], [0.035, 0.204, -0.136], [-0.152, -0.084, -0.008], [-0.144, -0.109, -0.053], [-0.181, -0.059, -0.010], [0.438, -0.048, -0.200], [-0.080, -0.375, -0.181], [0.139, -0.174, -0.141], [-0.042, -0.025, 0.149], [-0.114, 0.392, 0.102], [0.119, 0.461, 0.106], [-0.172, 0.110, 0.731], [-0.078, -0.204, -0.090], [-0.553, 0.250, 0.352], [0.152, 0.179, 0.057], [0.110, 0.194, 0.093], [-0.070, 0.125, 0.071], [0.185, -0.065, 0.026], [0.466, 0.139, -0.227], [-0.033, -0.142, -0.163], [-0.154, 0.686, -0.498], [0.098, -0.132, -0.012], [-0.203, 0.142, 0.081], [-0.285, -0.447, -0.194], [-0.156, 0.201, 0.642], [-0.127, 0.074, 0.289], [-0.070, -0.263, -0.069], [-0.463, -0.174, 0.186], [-0.013, -0.011, -0.055], [-0.367, -0.203, -0.118], [0.058, -0.489, -0.458], [0.312, 0.266, -0.091], [0.103, 0.139, -0.297], [0.126, 0.206, -0.396], [-0.018, -0.073, -0.008], [0.058, 0.070, -0.170], [-0.493, -0.016, 0.107], [-0.164, -0.019, 0.254], [-0.104, 0.038, 0.576], [0.227, -0.084, -0.178]],
  "smiles": "Cc1cc(CCCC(F)(F)C(F)(F)F)c2c(c1)C(=O)C(CCCCCCCC[Si](C)(C)c1ccccc1)=CC2=O.OCCO",
  "total_energy_ha": -2412.38696
}


2.
{
  "formula": "C5H16NS",
  "method": "ωB97M-V/def2-TZVPD",
  "elements": ["C", "H", "C", "H", "C", "H", "H", "H", "H", "H", "S", "H", "H", "H", "H", "N", "H", "C", "C", "H", "H", "H", "H"],
  "positions_angstrom": [[-1.08261, -0.34610, 2.69137], [2.10905, -0.40635, -1.37956], [1.45343, 0.09464, -2.11509], [0.60054, -1.02043, 3.83464], [-0.04138, -1.36591, 2.98990], [-1.02808, 0.45022, -3.28510], [0.71725, 1.80811, -1.06524], [-1.83350, -0.69040, 1.96801], [-1.51962, 1.87329, -2.31005], [2.03014, -1.01657, 1.87922], [1.04550, -1.86768, 1.57513], [-1.24570, 0.66661, -0.19098], [-0.52484, -2.28186, 3.37726], [0.12475, -0.02122, 0.30230], [2.10808, 0.77151, -2.67533], [-0.47293, 0.15058, -0.50973], [-1.61092, -0.25374, 3.67100], [-0.64050, 1.30107, -2.68966], [0.30830, 0.90061, -1.56743], [-0.84868, -0.70550, -0.88264], [-0.61541, 0.67678, 2.47407], [-0.09437, 2.00751, -3.33965], [1.06149, -0.72519, -2.75245]],
  "forces_ev_per_angstrom": [[-0.264, 1.429, 0.993], [-0.432, 0.427, 0.038], [0.512, -1.190, 0.038], [-0.289, -0.266, -0.811], [0.940, -1.008, 0.820], [0.434, 0.358, 0.334], [-0.511, -0.603, -0.176], [0.285, 0.305, -0.048], [0.555, -0.382, -0.165], [0.177, -0.003, -0.059], [-0.298, 0.254, 0.542], [-1.393, 1.188, 0.471], [0.310, 0.272, -0.425], [0.107, -0.827, 0.157], [-0.291, -0.291, -0.161], [1.449, 0.217, -0.711], [0.033, 0.359, -0.824], [-0.591, 0.865, 0.021], [-0.054, 0.927, -0.112], [0.124, -0.788, -0.047], [-0.837, -1.313, 0.015], [-0.307, -0.501, 0.064], [0.341, 0.571, 0.046]],
  "charge": 1,
  "e_above_lowest_kj_mol": 43.18,
  "total_energy_ha": -652.79726
}


3.
{
  "formula": "C8H13N2",
  "method": "ωB97M-V/def2-TZVPD",
  "elements": ["H", "N", "H", "C", "H", "H", "H", "N", "H", "C", "H", "H", "C", "H", "H", "H", "C", "H", "C", "H", "C", "C", "C"],
  "positions_angstrom": [[0.82042, 3.33446, -0.94990], [1.30190, 1.16207, -2.11252], [0.05199, 2.70753, 0.28774], [-1.84422, -0.85251, 2.57392], [2.21124, -2.47350, -0.54061], [-1.31254, -0.47133, 3.47337], [-1.22002, 3.21062, -1.12145], [-0.83979, 0.40340, 0.68904], [-0.12302, -2.60309, 1.37184], [0.50222, -1.21550, -0.21163], [-2.23737, -1.84723, 2.70789], [-1.24188, 1.36603, 0.73715], [0.57988, 1.32017, -1.00757], [1.82009, 0.28562, -2.42542], [0.70008, -2.84747, -1.27148], [-2.67736, -0.19730, 2.33694], [-0.07592, 2.63631, -0.85644], [1.43391, -1.73007, -2.12415], [-0.19832, -1.64280, 0.86378], [1.93710, 1.93438, -2.44665], [0.07645, 0.18591, -0.33907], [1.32997, -2.07392, -1.07699], [-0.99482, -0.59177, 1.44221]],
  "forces_ev_per_angstrom": [[-1.548, -0.037, -1.007], [4.089, -0.093, -2.008], [-1.134, 0.332, -1.071], [-0.795, 2.284, 1.024], [-0.179, 0.454, -0.745], [-0.644, -0.385, -0.236], [3.709, -2.549, 0.174], [-0.280, 5.239, -1.772], [-0.070, 0.095, -0.446], [-0.869, 2.256, -0.066], [0.428, -0.349, -0.186], [0.134, -1.479, 0.460], [-3.243, -3.081, -2.098], [-1.492, 1.139, 1.309], [-1.605, -2.900, -0.270], [-0.673, 0.118, 0.909], [0.628, 3.793, 3.709], [0.830, 0.324, 0.791], [-0.039, -0.703, 1.658], [-1.612, -0.587, 0.577], [1.628, 0.229, -0.262], [1.281, 1.499, -0.254], [1.454, -5.602, -0.190]],
  "charge": 1,
  "e_above_lowest_kj_mol": 291.43,
  "smiles": "CC(=[NH2+])c1[nH]c(C)cc1C",
  "total_energy_ha": -421.82591
}


4.
{
  "formula": "C2H3N3O",
  "method": "ωB97M-V/def2-TZVPD",
  "elements": ["C", "N", "N", "C", "N", "H", "H", "O", "H"],
  "positions_angstrom": [[-0.76395, 0.96758, 0.05834], [-0.37225, -1.15239, -0.25429], [-1.60510, -1.03039, -0.38070], [0.24076, 0.06151, 0.03230], [1.55861, -0.24602, 0.16009], [2.33017, 0.37437, 0.39409], [1.44331, -1.26573, -0.03806], [-1.91776, 0.26921, -0.19751], [-0.91379, 2.02187, 0.22573]],
  "forces_ev_per_angstrom": [[0.093, -0.090, 0.043], [-0.987, -0.306, -0.155], [-0.166, 0.130, -0.040], [-0.714, -0.391, -0.118], [0.020, 0.066, -0.060], [-0.535, -0.829, -0.236], [2.342, 1.043, 0.535], [-0.330, 0.555, 0.034], [0.277, -0.178, -0.004]],
  "e_above_lowest_kj_mol": 285.12,
  "smiles": "Nc1conn1",
  "total_energy_ha": -317.42372
}


5.
{
  "formula": "C23H40N5OPPdS",
  "method": "ωB97M-V/def2-TZVPD",
  "elements": ["H", "C", "H", "P", "S", "H", "C", "C", "H", "C", "H", "C", "H", "H", "O", "H", "C", "C", "H", "N", "H", "H", "H", "C", "C", "N", "H", "H", "H", "C", "C", "H", "H", "N", "H", "H", "H", "C", "H", "H", "H", "H", "H", "H", "C", "C", "C", "H", "H", "H", "H", "H", "H", "C", "C", "Pd", "H", "C", "C", "H", "C", "H", "N", "C", "C", "H", "H", "H", "H", "C", "N", "H"],
  "positions_angstrom": [[-3.19659, -2.69736, -0.52220], [-1.52928, 3.82560, 0.02426], [-0.04836, 1.91780, 1.70814], [2.90953, 0.18285, 0.31094], [0.46389, -0.91102, -3.40843], [3.12490, -0.83734, -3.13345], [-2.89497, 2.40747, -1.31657], [-0.14736, 0.70470, 3.85054], [3.09050, 2.12993, -5.07458], [4.65704, -0.22328, -0.19484], [4.72677, 0.66566, -4.00378], [3.37739, 2.35556, -4.04499], [0.11006, -0.04965, 4.59983], [-1.89257, -2.21120, -1.64455], [-0.53804, 2.24367, -1.44150], [-0.18896, -3.26727, -0.35714], [4.42279, 3.53458, 2.21148], [-2.63662, 4.40730, 0.56510], [5.14750, 0.66463, -0.59188], [-1.48132, -1.80422, 0.36184], [-0.51865, 4.09062, 0.29699], [-4.98163, 2.60775, -1.12939], [-2.90021, -0.63458, 1.30708], [2.13549, 2.76046, -3.27039], [3.94776, 1.11369, -3.38276], [-0.39691, 0.07082, 2.57185], [-1.01964, 1.27229, 4.21978], [5.25511, 3.78899, 2.85762], [-2.12557, -0.67024, 3.50936], [1.54131, 0.40280, -3.10454], [2.90933, -0.81988, 1.85750], [4.40527, 1.40833, -2.42818], [1.91820, -0.74484, 2.30495], [1.15442, 1.69494, -3.39609], [-1.74658, 1.43598, 1.64254], [-1.40530, -3.88084, 0.80465], [-0.01657, -2.90406, 1.36455], [2.30220, 2.88953, 0.54912], [-2.89606, 1.60971, -2.04453], [1.81279, 4.98018, 0.62267], [3.69515, 5.55370, 2.11447], [-4.82272, 4.47095, 0.58757], [0.24525, 1.92600, -2.97212], [1.69496, 3.66854, -3.68161], [-0.73577, -3.03526, 0.55529], [-4.01855, 2.97269, -0.79301], [3.17351, 1.87986, 0.96346], [0.69635, 1.39291, 3.75766], [2.40011, 2.95360, -2.22295], [3.67451, -0.47383, 2.55842], [-2.91425, -0.97605, -0.90960], [-0.85868, -1.85650, 3.19366], [1.46455, 2.61867, -0.09447], [4.23695, 2.22397, 1.80062], [-2.42499, -1.93497, -0.73741], [0.90395, 0.17720, -1.00098], [-2.81114, -2.29499, 1.90865], [-0.71288, 1.06930, 1.55364], [-2.20306, -1.43547, 1.56245], [4.12121, 3.15519, -4.04951], [-3.93886, 4.00680, 0.17464], [4.93060, 1.45949, 2.13593], [-1.63704, 2.82510, -0.92335], [-1.37977, -0.99241, 2.76192], [2.49005, 4.20334, 0.95731], [-2.50096, 5.17923, 1.31349], [4.64574, -0.99181, -0.96824], [3.10776, -1.85942, 1.58795], [5.22829, -0.58737, 0.66070], [3.55157, 4.53033, 1.78970], [2.89773, 0.13685, -3.18367], [-0.51833, 0.73109, 0.51701]],
  "forces_ev_per_angstrom": [[-0.014, -0.012, -0.019], [0.061, 0.087, -0.025], [-0.035, 0.075, 0.017], [-0.851, -0.105, -0.279], [-0.210, 0.002, 0.754], [-0.023, -0.088, -0.012], [-0.024, -0.104, -0.007], [0.232, -0.014, -0.103], [0.035, 0.036, -0.025], [-0.211, 0.118, -0.124], [0.044, -0.026, 0.040], [-0.022, -0.014, 0.039], [-0.016, 0.006, -0.015], [0.046, 0.010, -0.066], [0.097, 0.242, 0.097], [0.041, -0.025, -0.020], [0.110, 0.058, 0.075], [-0.060, -0.078, -0.060], [0.019, -0.041, -0.031], [-0.026, -0.112, 0.069], [0.010, -0.035, -0.034], [0.025, -0.020, -0.038], [0.037, -0.003, -0.085], [-0.034, -0.102, -0.065], [-0.142, 0.014, 0.095], [0.061, -0.167, -0.187], [-0.021, -0.015, 0.011], [-0.003, -0.035, 0.014], [-0.077, -0.070, 0.058], [0.384, 0.079, -0.577], [-0.114, 0.185, -0.034], [0.023, 0.008, -0.034], [-0.039, -0.036, 0.067], [0.198, -0.101, 0.165], [0.009, 0.076, -0.106], [0.033, -0.023, 0.004], [0.026, -0.043, -0.025], [-0.052, -0.228, -0.025], [0.049, 0.015, -0.015], [-0.046, -0.051, -0.018], [0.020, 0.002, -0.015], [0.010, -0.027, 0.002], [-0.032, 0.032, -0.070], [-0.037, 0.014, 0.043], [-0.034, 0.276, -0.056], [0.056, 0.041, 0.069], [0.177, 0.266, 0.120], [-0.033, 0.005, 0.037], [-0.009, 0.061, 0.020], [-0.017, -0.064, -0.001], [-0.008, 0.002, -0.017], [-0.033, 0.055, 0.053], [0.001, 0.049, -0.032], [-0.066, -0.054, -0.034], [0.207, 0.038, 0.057], [0.976, -0.516, -0.132], [-0.128, 0.062, 0.046], [-0.105, -0.025, 0.052], [0.025, 0.178, -0.057], [-0.004, -0.014, 0.016], [-0.031, 0.020, 0.033], [0.009, 0.016, -0.008], [-0.122, -0.098, 0.082], [0.101, -0.005, 0.032], [0.082, 0.109, 0.085], [0.059, 0.006, -0.030], [0.004, -0.022, 0.022], [-0.039, 0.015, 0.004], [0.026, 0.017, -0.002], [-0.097, -0.066, -0.045], [-0.073, 0.257, -0.320], [-0.406, -0.096, 0.570]],
  "spin_multiplicity": 2,
  "charge": -1,
  "e_above_lowest_kj_mol": 0.00,
  "s2": 0.765,
  "total_energy_ha": -2116.77845
}